Formula: C4H14N2O2
Source: the OMol25 dataset
Level of theory: the ωB97M-V functional and the def2-TZVPD basis

XYZ file:
```
22
Properties=species:S:1:pos:R:3
C 1.29 1.77 -0.95
C -0.15 1.63 -0.49
C -0.29 1.65 1.03
N -0.04 0.35 1.60
C -0.93 -0.55 1.49
N -2.18 -0.39 0.98
H 1.74 2.70 -0.64
H 1.92 0.95 -0.59
H 1.35 1.76 -2.04
H -0.73 2.45 -0.92
H -0.60 0.73 -0.93
H -1.24 2.10 1.34
H 0.44 2.35 1.43
H -0.68 -1.56 1.80
H -2.89 -1.11 1.02
H -2.44 0.53 0.66
O -0.31 -3.62 -1.89
H -0.31 -3.42 -2.83
H 0.52 -3.39 -1.48
O 1.91 -1.65 0.06
H 1.65 -0.92 0.64
H 1.94 -2.36 0.72
```

Results
HOMO-LUMO gap, eV: 9.997
SMILES: CCC/N=C\N.O.O
LUMO level, Eh: 0.0306